Entry 1:
56
Properties=species:S:1:pos:R:3 method="wB97M-V/def2-TZVPD" orbital_gap_ha=0.37067 e_lumo_ev=-0.55 energy_ev=-53342.13874 homo_energy_ev=-10.64 spin_multiplicity=1
C 1.4439 -0.9274 -4.4906
N 2.0723 -1.2015 -3.1537
O 2.6340 -0.2334 -2.5901
O 1.9759 -2.3461 -2.8009
H 1.8259 -1.6418 -5.2198
H 1.5849 0.1197 -4.7587
H 0.3757 -1.0929 -4.3510
C 3.7347 -0.4691 2.7502
N 4.1912 -1.8727 2.4579
O 3.4595 -2.8475 2.4503
O 5.3800 -2.0422 2.1763
H 4.4855 0.2975 2.5588
H 3.4272 -0.4367 3.7954
H 2.9542 -0.2803 2.0130
C -5.1784 1.8673 -1.1321
N -4.9774 3.0423 -1.9886
O -5.8321 3.8835 -1.9452
O -3.7885 3.1965 -2.3592
H -4.2690 1.2706 -1.0609
H -5.9504 1.2803 -1.6296
H -5.4371 2.2296 -0.1371
C -2.7876 0.7764 -4.2661
N -4.0847 0.0908 -4.4489
O -4.6928 0.3212 -5.4722
O -4.5430 -0.5895 -3.5365
H -2.0987 -0.0140 -4.5643
H -2.7612 1.0510 -3.2116
H -2.7837 1.7038 -4.8389
C 0.8765 -1.4750 5.6257
N 0.6144 -0.3887 4.5751
O 0.5336 -0.6905 3.4113
O 0.7176 0.7599 4.9370
H 1.7369 -1.2126 6.2413
H 1.0101 -2.4279 5.1134
H -0.0352 -1.6192 6.2053
C 0.4834 -4.0238 0.9532
N -0.3755 -4.3515 -0.2290
O -0.2619 -5.4876 -0.7408
O -1.1035 -3.4781 -0.6549
H 1.2290 -3.3420 0.5442
H 1.0119 -4.8794 1.3735
H -0.1097 -3.5804 1.7530
C 2.5618 4.6981 2.5840
N 1.3866 4.3887 1.6648
O 0.5017 5.2412 1.4328
O 1.3884 3.2608 1.1874
H 2.1301 5.1406 3.4818
H 3.1082 5.4871 2.0672
H 3.1852 3.8080 2.6694
C 0.2412 -0.2599 -0.1540
N -0.6937 0.0732 -1.1936
O -1.4600 1.0306 -1.0847
O -0.6265 -0.6801 -2.1958
H 0.8732 0.5935 0.0915
H 0.8975 -0.9847 -0.6357
H -0.1814 -0.7356 0.7311

***

Entry 2:
13
Properties=species:S:1:pos:R:3 method="wB97M-V/def2-TZVPD" orbital_gap_ha=0.30515 e_lumo_ev=-0.38 energy_ev=-36747.50041 homo_energy_ev=-8.69 spin_multiplicity=1
S -3.2634 -0.7128 -0.1549
C -1.8477 0.0475 -0.1867
C -0.6018 -0.2982 0.5597
C 0.4777 -0.7304 -0.3515
S 1.5917 -2.0051 -0.2978
C 0.5921 0.7682 0.3618
S 0.3634 2.5258 -0.1817
H -1.7799 0.6820 -1.1800
H -0.4605 -0.7445 1.6845
H 0.2903 -0.5401 -1.3454
H 1.9072 -2.2014 1.0509
H 1.2819 0.6265 1.1289
H 1.4489 2.5825 -1.0876

***

Entry 3:
71
Properties=species:S:1:pos:R:3 method="wB97M-V/def2-TZVPD" orbital_gap_ha="0.22475 / 0.22473" e_lumo_ev="-3.12 / -3.12" total_charge=+1 energy_ev=-78054.39931 homo_energy_ev="-9.24 / -9.23" spin_multiplicity=1
Ca 0.0316 -0.0915 0.1396
P 0.8264 -0.4252 -2.2482
P 0.4191 0.4843 2.5916
N 1.7829 -1.6372 0.4800
C 1.2367 -2.2267 -1.8820
H 0.5594 -2.8698 -2.4668
H 2.2599 -2.4031 -2.2459
C 1.1982 -2.6678 -0.4075
H 0.1567 -2.8615 -0.0839
H 1.7206 -3.6348 -0.2834
C 1.9301 -1.9221 1.9453
H 2.8759 -1.4538 2.2759
H 2.0035 -3.0131 2.1229
C 0.7572 -1.3640 2.7959
H 0.9507 -1.5048 3.8714
H -0.1867 -1.9009 2.5749
C -1.1248 0.9822 3.4246
C -2.3807 0.9964 2.5249
H -2.7676 -0.0096 2.3341
H -2.2049 1.4782 1.5488
H -3.1993 1.5756 2.9806
C 1.8553 1.3709 3.1865
C 1.8003 2.8714 2.7787
H 2.7942 3.2165 2.4565
H 1.4708 3.5043 3.6151
H 1.1379 3.0503 1.9121
C 2.1685 0.3082 -3.1642
C 1.7328 1.6318 -3.8238
H 2.6119 2.2522 -4.0678
H 1.1035 2.2506 -3.1659
H 1.1730 1.4475 -4.7553
C -0.7280 -0.4844 -3.2437
C -1.4316 0.8801 -3.3865
H -2.4717 0.7277 -3.7204
H -0.9248 1.5296 -4.1124
H -1.4834 1.4400 -2.4404
C -0.1645 2.3490 -0.3662
C 1.9853 1.1160 4.6968
H 1.1304 0.5797 5.1353
H 2.8693 0.4944 4.8957
H 2.1082 2.0608 5.2449
C 2.7368 -0.7385 -4.1322
H 2.9259 -0.3121 -5.1289
H 3.6645 -1.1750 -3.7409
H 2.0622 -1.5896 -4.2899
C -0.4469 -1.1431 -4.5872
H -1.3752 -1.2301 -5.1724
H 0.2668 -0.5573 -5.1758
H -0.0558 -2.1560 -4.4584
C -0.9397 2.3658 4.0327
H -0.7090 3.0918 3.2479
H -1.8571 2.7083 4.5220
H -0.1334 2.3890 4.7643
H -1.2824 0.2135 4.2007
H -1.4113 -1.1346 -2.6717
H 2.7183 0.9307 2.6558
H 2.9110 0.5605 -2.3833
O -0.4202 3.4483 -0.5901
H 2.6353 -1.2082 0.0862
H 1.9447 1.1653 0.0674
Cl -5.4101 0.6617 -1.3043
C -4.2727 -0.4040 -0.6142
C -4.6152 -1.6801 -0.1395
C -3.6369 -2.5055 0.4493
C -2.3278 -2.0144 0.4974
N -2.0238 -0.8334 -0.0690
C -2.9505 0.0246 -0.5251
H -5.6339 -1.9972 -0.2329
H -3.8181 -3.4923 0.8442
H -1.4936 -2.5558 0.9811
H -2.6338 1.0404 -0.8009

***

Entry 4:
13
Properties=species:S:1:pos:R:3 method="wB97M-V/def2-TZVPD" orbital_gap_ha=0.35861 e_lumo_ev=1.03 energy_ev=-15112.10754 homo_energy_ev=-8.73 spin_multiplicity=1
C 1.4651 -0.4814 -0.3092
C 0.2454 -0.9123 0.5214
S -1.2099 -1.5611 -0.3368
C -0.9800 -0.0649 0.5420
C -1.0198 1.2054 -0.2400
H 1.9569 0.4540 0.0942
H 1.2251 -0.3185 -1.3719
H 2.3071 -1.2814 -0.3406
H 0.4991 -1.4254 1.5024
H -1.3516 -0.1593 1.5687
H -0.5776 1.0182 -1.1995
H -2.0565 1.4542 -0.5821
H -0.5032 2.0724 0.1513

***

Entry 5:
23
Properties=species:S:1:pos:R:3 method="wB97M-V/def2-TZVPD" orbital_gap_ha=0.40635 e_lumo_ev=-3.45 total_charge=+1 energy_ev=-9439.35903 homo_energy_ev=-14.50 spin_multiplicity=1
C 0.2497 1.0641 2.5257
C -0.6480 1.3049 1.3064
C 0.1682 1.5469 0.0265
C 1.2840 0.5404 -0.2718
C 0.8608 -0.9200 -0.0667
N 0.2689 -1.5026 -1.2500
C -0.9964 -1.5369 -1.4944
N -1.5149 -2.0553 -2.5863
H -0.3123 0.7297 3.3955
H 0.6607 2.0326 2.8226
H 1.0388 0.3421 2.3451
H -1.2424 2.1857 1.4953
H -1.3962 0.5284 1.1920
H -0.4499 1.6719 -0.8702
H 0.5955 2.5315 0.1950
H 2.2086 0.7793 0.2273
H 1.5367 0.6223 -1.3386
H 1.6885 -1.5268 0.2959
H 0.1593 -0.9559 0.7631
H 0.9527 -1.8735 -1.9005
H -1.5923 -1.0811 -0.7138
H -1.0032 -2.2676 -3.4295
H -2.5169 -2.1602 -2.6687

***

Entry 6:
55
Properties=species:S:1:pos:R:3 method="wB97M-V/def2-TZVPD" orbital_gap_ha=0.34153 e_lumo_ev=0.44 energy_ev=-51987.97610 homo_energy_ev=-8.86 spin_multiplicity=1
C 7.0436 -2.2372 -1.8080
C 5.9040 -1.6984 -0.9527
C 4.9950 -0.7686 -1.7507
C 3.8407 -0.2230 -0.9082
N 3.0146 -1.2920 -0.3853
C 2.6953 -1.3508 1.0249
C 3.1187 -2.6838 1.6423
C 2.7078 -2.7822 3.1091
C 3.1127 -4.1208 3.7138
S 1.8542 -1.9180 -1.3958
O 2.3194 -1.7905 -2.7442
O 1.5025 -3.2209 -0.9114
C 0.4278 -0.8522 -1.1768
C 0.3391 0.3371 -1.8753
C -0.7350 1.1842 -1.6715
C -1.7291 0.8306 -0.7598
N -2.8417 1.6310 -0.5089
C -3.1213 2.8820 -0.9707
O -2.4214 3.5222 -1.7164
C -4.4704 3.4153 -0.4685
C -4.8714 2.9033 0.8686
C -5.7342 1.8885 1.1609
C -5.8448 1.6356 2.5474
C -5.0580 2.4542 3.2884
S -4.1658 3.5563 2.3144
C -1.6379 -0.3813 -0.0717
C -0.5604 -1.2191 -0.2807
H 7.6582 -1.4225 -2.1856
H 7.6769 -2.9045 -1.2279
H 6.6480 -2.7892 -2.6570
H 6.3143 -1.1603 -0.0936
H 5.3048 -2.5294 -0.5783
H 4.5726 -1.3104 -2.5962
H 5.5708 0.0775 -2.1332
H 3.2334 0.4515 -1.5226
H 4.2381 0.3495 -0.0658
H 3.1977 -0.5271 1.5400
H 1.6144 -1.2160 1.1615
H 2.6537 -3.4847 1.0677
H 4.2015 -2.7876 1.5564
H 1.6250 -2.6611 3.1892
H 3.1740 -1.9708 3.6743
H 2.6457 -4.9372 3.1686
H 4.1913 -4.2502 3.6650
H 2.8061 -4.1804 4.7557
H 1.1014 0.5789 -2.5983
H -0.8141 2.1129 -2.2111
H -3.5171 1.2344 0.1348
H -5.2198 3.1302 -1.2126
H -4.3974 4.5044 -0.4677
H -6.2874 1.3482 0.4124
H -6.4842 0.8800 2.9667
H -4.9448 2.4862 4.3535
H -2.4169 -0.6621 0.6232
H -0.4813 -2.1711 0.2202

***

Entry 7:
13
Properties=species:S:1:pos:R:3 method="wB97M-V/def2-TZVPD" orbital_gap_ha=0.35467 e_lumo_ev=0.56 energy_ev=-20077.09853 homo_energy_ev=-9.09 spin_multiplicity=1
C -1.0644 -0.0705 -0.1301
C 0.2702 -0.7112 0.2074
N -1.5990 0.9269 0.6653
N 1.6800 0.6063 -0.1528
O 1.4286 1.6641 0.2509
O 2.5761 0.2510 -0.8907
S 0.9978 -2.1059 -0.5388
H -0.9522 0.3520 -1.0679
H -1.7348 -0.9718 -0.1249
H 0.2339 -0.9534 1.2740
H -1.8033 0.7211 1.6923
H -1.1143 1.7840 0.4458
H 1.0814 -1.4927 -1.6304

***

Entry 8:
17
Properties=species:S:1:pos:R:3 method="wB97M-V/def2-TZVPD" orbital_gap_ha="0.20787 / 0.20795" e_lumo_ev="-0.84 / -0.84" energy_ev=-24279.38167 homo_energy_ev="-6.50 / -6.50" spin_multiplicity=1
C -0.2938 0.6146 -1.1516
C 0.7930 1.1640 -1.8847
C 1.4045 0.0970 -2.6268
C 0.8457 -1.1566 -2.1128
C -0.1493 -0.8835 -1.1946
Al -0.7196 -1.1333 1.7293
P -1.7959 0.5349 2.9474
H -1.1318 1.0736 -0.5785
H 1.0195 2.1940 -1.8752
H 2.1093 0.2057 -3.4982
H -1.0741 -1.4588 -1.0156
H 1.1181 -2.1529 -2.4495
H -2.9919 -0.2141 3.3108
H -2.1827 1.8602 2.5567
H -0.9847 0.6374 4.1528
O 2.5870 -0.6948 1.9010
C 1.4467 -0.6875 1.7895

***

Entry 9:
16
Properties=species:S:1:pos:R:3 method="wB97M-V/def2-TZVPD" orbital_gap_ha=0.24438 e_lumo_ev=0.44 energy_ev=-8864.54715 homo_energy_ev=-6.21 spin_multiplicity=1
C 2.0509 -0.4756 0.2631
C 0.9687 0.5232 -0.1367
C -0.1056 0.0790 -1.1313
N -1.2805 0.3691 -0.0499
C -2.3072 -0.4824 0.4054
C -0.1352 0.7325 0.9033
O -0.2219 0.9432 2.0594
H 1.6240 -1.4624 0.4730
H 2.5699 -0.1310 1.1615
H 2.7818 -0.5866 -0.5426
H 1.4146 1.4906 -0.3881
H -0.2332 0.6558 -2.0462
H -0.1364 -0.9958 -1.3398
H -1.8290 1.1991 -0.2230
H -3.1615 -0.4381 -0.2491
H -1.9994 -1.4207 0.8410

***

Entry 10:
18
Properties=species:S:1:pos:R:3 method="wB97M-V/def2-TZVPD" orbital_gap_ha=0.31504 e_lumo_ev=0.72 energy_ev=-10372.46564 homo_energy_ev=-7.86 spin_multiplicity=1
C 0.8856 -1.3706 -1.5896
C -0.1656 1.9213 0.8491
N -0.6230 1.1151 -1.3708
C 0.9364 -0.3783 -0.4599
C -0.6119 0.8210 -0.0698
N -0.7786 -0.7061 1.8711
C -0.7483 -0.5052 0.4843
O 1.9402 -0.0340 0.0977
H -1.1688 0.4432 -1.9098
H -0.1226 -0.1393 2.3908
H -0.7035 -1.6743 2.1507
H -1.3233 -1.2249 -0.0891
H 1.6786 -1.1395 -2.3005
H -0.0706 -1.3608 -2.1075
H 1.0531 -2.3722 -1.1937
H 0.7036 1.6539 1.4500
H -0.9787 2.1566 1.5378
H 0.0973 2.7942 0.2592

***

Entry 11:
56
Properties=species:S:1:pos:R:3 method="wB97M-V/def2-TZVPD" orbital_gap_ha=0.19600 e_lumo_ev=-5.88 total_charge=+1 energy_ev=-147959.79645 homo_energy_ev=-11.22 spin_multiplicity=1
O 0.5421 -0.4930 -1.0137
P 0.2621 -0.5931 -2.5631
Br 1.5721 0.9561 -3.3968
S -1.6974 0.3975 -2.8762
S -2.0406 1.9116 -1.4846
I -2.9869 -1.4609 -2.1903
H -0.0738 -1.1295 -0.5376
H -0.7545 2.1682 -1.2155
C 0.4653 -2.2980 1.3610
O -0.4166 -1.9764 0.5454
N 1.4927 -3.1276 1.0260
N 0.4529 -1.8470 2.6353
H 2.2220 -3.3984 1.6630
H 1.5191 -3.4743 0.0863
H -0.2973 -1.2338 2.9004
H 1.1463 -2.0871 3.3219
C 1.6929 1.5264 3.3677
O 0.6430 1.5189 3.9954
N 1.7208 1.5214 1.9953
N 2.9135 1.5340 3.9748
H 2.5640 1.5227 1.4545
H 0.8394 1.5172 1.5227
H 2.9293 1.5403 4.9772
H 3.7825 1.5379 3.4764
C 0.6450 -6.1102 3.6372
O 1.6940 -5.8419 4.1968
N -0.0128 -7.2945 3.8229
N 0.0599 -5.2177 2.7715
H -0.8749 -7.5291 3.3713
H 0.4026 -7.9550 4.4512
H 0.5450 -4.3579 2.6368
H -0.7980 -5.3818 2.2813
C -2.1106 4.0788 5.7824
O -2.5345 4.9124 6.5582
N -0.8349 3.5855 5.8379
N -2.8903 3.5554 4.7720
H -0.4785 2.8984 5.1970
H -0.2412 3.9402 6.5611
H -3.8307 3.8897 4.7006
H -2.5625 2.8656 4.1254
C -5.9483 1.1949 -5.6092
O -6.9040 1.4284 -6.3085
N -6.0628 1.0087 -4.2460
N -4.6701 1.0960 -6.1181
H -5.2904 0.8147 -3.6410
H -6.9822 1.0762 -3.8534
H -4.5615 1.2273 -7.1054
H -3.8618 0.9039 -5.5622
C 5.2194 2.4034 -6.7253
O 5.8323 3.1517 -7.4513
N 4.1202 2.8247 -6.0024
N 5.5650 1.0829 -6.5625
H 3.5916 2.2327 -5.3941
H 3.8500 3.7834 -6.1052
H 6.3591 0.7535 -7.0764
H 5.0732 0.4463 -5.9680

***

Entry 12:
64
Properties=species:S:1:pos:R:3 method="wB97M-V/def2-TZVPD" orbital_gap_ha=0.32786 e_lumo_ev=-0.22 energy_ev=-49039.95359 homo_energy_ev=-9.14 spin_multiplicity=1
N -0.2179 3.3819 2.5729
C 0.6808 3.6943 3.4848
N 1.3457 4.7199 3.0628
O 0.7940 3.0572 4.5264
H -0.7972 2.5588 2.6568
H -0.4180 3.9778 1.7824
H 1.0541 5.2947 2.2852
H 1.8930 5.1339 3.8039
N -2.3631 -3.0069 2.2011
C -3.2680 -3.7332 2.8502
N -3.8028 -3.0664 3.7869
O -3.6400 -4.8045 2.4419
H -2.0794 -3.4896 1.3604
H -2.1607 -2.0272 2.3399
H -3.2510 -2.2456 3.9920
H -4.4967 -3.5063 4.3743
N -0.0712 2.1670 -3.0123
C 0.5953 1.5400 -3.9446
N 1.6200 0.9346 -3.4294
O 0.2372 1.4772 -5.0634
H 0.1274 2.1260 -2.0228
H -0.8304 2.5164 -3.5794
H 2.0380 1.3285 -2.5986
H 2.1046 0.2887 -4.0360
N 4.7390 4.7435 -1.4049
C 3.8955 3.8468 -1.8178
N 2.7997 3.9731 -1.2373
O 4.0269 3.0347 -2.7167
H 4.3847 5.3221 -0.6568
H 5.5472 5.1039 -1.8917
H 2.5785 4.9424 -1.0596
H 2.1204 3.2314 -1.1446
N 2.6194 -4.0769 -3.9074
C 2.1249 -3.4683 -2.8620
N 1.5803 -2.3255 -3.2503
O 2.1065 -3.9131 -1.7573
H 2.5256 -3.7655 -4.8636
H 2.7947 -5.0667 -3.8094
H 1.9334 -2.0623 -4.1592
H 1.7401 -1.7389 -2.4438
N -3.5413 -4.6918 -1.2887
C -2.7390 -3.7694 -1.6333
N -2.7838 -3.3457 -2.8210
O -1.9462 -3.4268 -0.7871
H -4.0971 -5.0602 -2.0473
H -3.6073 -4.9665 -0.3190
H -3.5211 -3.5000 -3.4938
H -1.9007 -2.9997 -3.1682
N -0.1131 -0.0696 4.0832
C -1.3202 0.2260 4.3799
N -1.5053 1.5434 4.2750
O -2.2267 -0.5719 4.4773
H 0.1555 -1.0398 4.0011
H 0.5482 0.6809 3.9438
H -2.3990 1.9127 4.5667
H -0.6997 2.1503 4.2230
N 0.0877 0.0904 1.1401
C 0.2547 0.4014 -0.0623
N -0.3973 -0.4155 -0.8736
O 0.6928 1.4774 -0.4740
H 0.4898 0.8469 1.6751
H -0.2886 -0.7452 1.5646
H -1.2210 -0.7645 -0.4048
H -0.5317 -0.0609 -1.8098

***

Entry 13:
22
Properties=species:S:1:pos:R:3 method="wB97M-V/def2-TZVPD" orbital_gap_ha=0.36032 e_lumo_ev=0.80 energy_ev=-13507.73726 homo_energy_ev=-9.01 spin_multiplicity=1
C 1.4197 1.8825 -0.0178
N 1.8090 0.4526 -0.0379
C 3.1377 -0.0795 0.0276
C 2.9378 -1.3620 -0.0920
N 1.6273 -1.7584 -0.0123
C 0.9896 -0.6493 -0.0680
C -0.5604 -0.5227 -0.0121
C -1.2312 -0.4480 1.1451
C -2.6146 -0.3446 1.1826
C -3.3451 -0.1742 -0.0048
C -2.6279 -0.2895 -1.2214
C -1.2282 -0.4476 -1.1994
H 1.9089 2.3120 0.9085
H 1.7433 2.2441 -0.7825
H 0.4729 2.0058 -0.0899
H 3.8122 0.6400 0.0621
H 3.7237 -2.2778 -0.0587
H -0.6747 -0.5784 2.1403
H -2.9259 -0.1400 2.2538
H -4.4323 -0.0003 -0.1200
H -3.1434 -0.0835 -2.1000
H -0.7982 -0.3810 -1.9032

***

Entry 14:
13
Properties=species:S:1:pos:R:3 method="wB97M-V/def2-TZVPD" orbital_gap_ha=0.32780 e_lumo_ev=0.66 energy_ev=-20646.97322 homo_energy_ev=-8.26 spin_multiplicity=1
O -0.2409 1.6533 1.7858
C -0.1303 0.6095 0.9459
C -0.2073 -0.7654 1.3471
C -0.0933 -1.5065 0.1762
N -0.0176 -0.6457 -0.8462
O 0.3795 -1.0652 -2.0984
C 0.0610 0.6747 -0.4095
S 0.0281 2.1046 -1.4245
H -0.2723 1.3363 2.6793
H -0.3085 -1.1695 2.3507
H -0.1315 -2.5903 -0.0479
H -0.3825 -0.8291 -2.6960
H 1.3154 2.1934 -1.7624

***

Entry 15:
47
Properties=species:S:1:pos:R:3 method="wB97M-V/def2-TZVPD" orbital_gap_ha=0.30099 e_lumo_ev=0.42 energy_ev=-46704.32765 homo_energy_ev=-7.77 spin_multiplicity=1
N -3.3350 -4.1794 -2.3901
C -2.7950 -3.2294 -2.0362
C -2.2111 -2.0435 -1.5866
N -0.8778 -1.7297 -1.6630
C -0.7550 -0.5509 -1.1486
C 0.4579 0.2113 -1.0036
C 0.4454 1.4943 -0.4514
C 1.6161 2.2047 -0.3267
C 2.8305 1.6554 -0.7471
O 3.9204 2.4512 -0.5815
C 5.1817 1.9817 -1.0043
C 5.7112 0.8220 -0.1945
C 6.6026 -0.0810 -0.7603
C 7.1047 -1.1345 -0.0191
C 6.7050 -1.2892 1.2991
Cl 7.3240 -2.6077 2.2291
C 5.8156 -0.3990 1.8785
C 5.3268 0.6551 1.1292
C 2.8464 0.3738 -1.2937
C 1.6703 -0.3364 -1.4205
O -1.9566 -0.0258 -0.7157
C -2.8675 -0.9726 -0.9936
N -4.1617 -0.8178 -0.6394
C -4.7033 0.4492 -0.2004
C -5.8154 0.2444 0.7914
C -5.7682 -0.7801 1.7305
C -6.8120 -0.9182 2.6292
C -7.8664 -0.0196 2.5566
N -7.9201 0.9588 1.6702
C -6.9251 1.0833 0.8129
H -0.4878 1.9271 -0.1247
H 1.6229 3.1977 0.0946
H 5.1596 1.7227 -2.0717
H 5.8449 2.8456 -0.8777
H 6.9085 0.0393 -1.7895
H 7.7970 -1.8343 -0.4596
H 5.5117 -0.5287 2.9051
H 4.6355 1.3550 1.5741
H 3.7701 -0.0813 -1.6129
H 1.6710 -1.3285 -1.8425
H -4.8079 -1.4882 -1.0276
H -5.0696 1.0426 -1.0503
H -3.8879 1.0063 0.2727
H -4.9260 -1.4569 1.7516
H -6.8065 -1.7041 3.3681
H -8.7072 -0.0832 3.2340
H -7.0168 1.8985 0.1058